# 1
{
  "formula": "C22H34Br2NSiY",
  "method": "ωB97M-V/def2-TZVPD",
  "max_force_ev_per_a": 0.43,
  "e_homo_ev": -13.87,
  "e_above_lowest_kcal_mol": 3.4,
  "orbital_gap_ev": 7.20,
  "e_tot_ev": -173851.5319,
  "charge": 2,
  "species": ["Y", "C", "C", "C", "C", "C", "C", "C", "C", "C", "C", "C", "C", "H", "H", "H", "H", "H", "H", "H", "H", "H", "H", "H", "H", "H", "H", "H", "H", "H", "H", "Br", "C", "Br", "H", "H", "C", "Si", "C", "C", "N", "C", "C", "C", "C", "C", "C", "H", "H", "H", "H", "H", "H", "H", "H", "H", "H", "H", "H", "H", "H"],
  "coordinates": [[0.06660, -0.33814, -0.29687], [-1.08255, -3.09575, 2.16480], [-0.05955, -2.00395, 1.97637], [-0.29093, -0.68605, 2.43229], [-1.57913, -0.30802, 3.12219], [0.72263, 0.29594, 2.31407], [0.45680, 1.66437, 2.89088], [1.96857, -0.03950, 1.73617], [3.10617, 0.95029, 1.68328], [2.19204, -1.35436, 1.26330], [3.52587, -1.73286, 0.67114], [1.19202, -2.33729, 1.41041], [1.47365, -3.77398, 1.04423], [-0.88470, -3.61365, 3.10686], [-1.03777, -3.83772, 1.37086], [-2.10151, -2.72553, 2.19907], [-2.15094, 0.42825, 2.55176], [-1.35558, 0.14795, 4.08699], [-2.22374, -1.15820, 3.30914], [0.64654, 1.64785, 3.96768], [-0.57900, 1.96721, 2.75580], [1.08352, 2.44140, 2.46789], [3.96186, 0.54313, 2.22456], [2.86290, 1.90178, 2.13886], [3.44228, 1.14686, 0.66358], [4.10051, -0.86794, 0.35723], [3.41232, -2.38757, -0.19203], [4.12281, -2.27113, 1.41153], [1.14718, -4.43758, 1.84312], [2.53108, -3.95424, 0.88567], [0.94403, -4.08322, 0.13962], [0.68165, -2.29074, -2.55051], [1.96072, -1.09907, -3.39673], [2.33330, 0.39797, -2.24551], [1.50711, -0.72805, -4.30731], [2.86821, -1.66405, -3.56844], [-4.18066, 1.34527, -0.48472], [-2.86575, 0.41099, -1.39630], [-2.56534, -1.27480, -0.52230], [-3.28331, 0.10117, -3.17929], [-1.27529, 1.05122, -1.13235], [-0.49986, 2.13138, -1.56278], [-0.46430, 2.57751, -2.89256], [0.46795, 3.51972, -3.27708], [1.40164, 4.02491, -2.37216], [1.36408, 3.61365, -1.05623], [0.40273, 2.68372, -0.64651], [-5.15147, 0.85483, -0.58379], [-4.28580, 2.35279, -0.89281], [-3.95090, 1.44031, 0.57799], [-3.50708, -1.82897, -0.50026], [-2.29020, -1.20080, 0.54005], [-1.88353, -1.96969, -1.04372], [-4.20399, -0.48030, -3.26609], [-2.48988, -0.44612, -3.69352], [-3.45116, 1.03713, -3.71611], [-1.16456, 2.16907, -3.61038], [0.47749, 3.86963, -4.30143], [2.12423, 4.76168, -2.69444], [2.04606, 4.04038, -0.33151], [0.26390, 2.47090, 0.40638]],
  "atomic_forces_ev_per_a": [[-0.03, 0.38, -0.19], [0.00, 0.01, -0.05], [0.05, 0.04, -0.04], [-0.06, -0.02, -0.04], [0.02, 0.02, 0.04], [-0.04, 0.03, -0.04], [0.01, 0.01, 0.06], [0.00, 0.07, -0.10], [0.05, -0.01, 0.04], [-0.04, -0.04, 0.02], [0.02, 0.05, -0.02], [0.03, -0.05, 0.00], [0.01, 0.01, 0.00], [-0.03, -0.02, 0.00], [0.04, -0.01, 0.00], [0.01, 0.00, 0.03], [0.01, 0.01, 0.00], [-0.02, 0.00, 0.01], [0.02, 0.00, 0.02], [-0.01, 0.00, 0.00], [-0.01, 0.00, -0.01], [0.00, -0.01, -0.01], [0.01, 0.01, -0.01], [0.00, -0.01, 0.01], [-0.02, -0.01, -0.01], [0.00, 0.01, 0.01], [0.00, -0.01, 0.01], [0.01, -0.01, -0.01], [-0.01, 0.00, 0.02], [-0.02, -0.01, 0.00], [-0.01, -0.01, 0.00], [-0.07, -0.07, 0.04], [0.04, -0.05, -0.03], [0.05, -0.02, 0.08], [0.01, -0.01, -0.01], [0.01, 0.01, -0.01], [0.01, -0.04, -0.06], [0.06, -0.01, 0.03], [-0.08, -0.01, -0.08], [-0.02, 0.00, 0.04], [0.00, -0.04, 0.11], [-0.10, -0.08, -0.01], [0.01, -0.03, 0.05], [-0.08, -0.03, -0.12], [0.09, 0.06, 0.05], [0.00, -0.04, 0.06], [0.06, -0.05, -0.07], [0.00, 0.00, 0.02], [0.02, 0.00, 0.00], [-0.01, 0.00, 0.01], [0.01, -0.01, 0.00], [0.00, 0.02, 0.01], [0.02, 0.00, 0.02], [0.01, -0.01, 0.00], [-0.01, 0.00, -0.01], [0.01, 0.01, 0.01], [-0.01, 0.01, -0.01], [0.00, 0.00, 0.00], [0.00, 0.00, 0.00], [0.00, 0.01, 0.00], [0.00, -0.02, 0.16]]
}

# 2
{
  "formula": "C4H6N2O2",
  "method": "ωB97M-V/def2-TZVPD",
  "max_force_ev_per_a": 2.41,
  "smiles": "C/C=N\\N=C\\C(=O)O",
  "e_homo_ev": -9.74,
  "e_above_lowest_kcal_mol": 54.2,
  "orbital_gap_ev": 9.85,
  "e_tot_ev": -11318.6931,
  "species": ["C", "C", "C", "C", "H", "H", "H", "H", "H", "H", "N", "N", "O", "O"],
  "coordinates": [[-1.64260, 1.46918, 0.02952], [-0.37246, 2.05923, -0.50666], [1.12319, -0.62123, -0.09541], [0.86341, -2.10165, 0.12514], [-1.53399, 0.96091, 1.05087], [-2.51488, 2.11455, 0.10330], [-1.99264, 0.68158, -0.66537], [0.00281, 3.09560, -0.42705], [1.82336, -0.11785, 0.50937], [1.64433, -3.52315, 1.12111], [0.59442, 1.32092, -0.98982], [0.34410, 0.00712, -0.88094], [1.52312, -2.57794, 1.20233], [0.13785, -2.76727, -0.57639]],
  "atomic_forces_ev_per_a": [[-0.64, -0.99, 0.80], [2.11, -0.50, -0.35], [-1.64, -1.05, -0.19], [-0.75, 0.01, -1.04], [0.11, 0.72, -1.39], [0.40, 0.63, 0.11], [0.52, 0.11, 0.32], [-1.15, -0.30, -0.20], [1.08, 0.49, 0.63], [-0.38, -0.58, -0.03], [-1.45, 1.52, 1.17], [0.49, -1.33, -0.35], [0.48, 0.91, -0.11], [0.81, 0.37, 0.63]]
}